Entry A
# C2H5NO2

A molecular structure, C2H5NO2 (ωB97M-V/def2-TZVPD, the OMol25 dataset).

Cartesian coordinates (Å):
C (0.51, -0.94, 0.08)
C (-1.14, 0.12, 0.15)
N (1.61, -0.14, 0.04)
O (0.45, -2.12, 0.00)
O (-2.27, -0.56, -0.04)
H (-0.90, 0.84, -0.61)
H (-1.38, 0.59, 1.07)
H (1.39, 0.79, -0.16)
H (2.49, -0.64, -0.18)
H (-2.37, -1.42, -0.41)

## Properties
Gap between HOMO and LUMO ... 0.36174 Eh
Charge ... 0
Lowest unoccupied orbital energy ... 0.81 eV

=====

Entry B
# C2H5NO2

A single C2H5NO2 molecule (ωB97M-V/def2-TZVPD, the OMol25 dataset).

Cartesian coordinates (Å):
C (0.23, 0.17, -1.99)
C (0.04, -0.65, -0.52)
N (0.56, -0.06, 0.58)
O (0.19, -0.49, 1.78)
O (-1.10, 0.16, 2.09)
H (0.02, -0.43, -2.84)
H (0.52, 1.14, -1.96)
H (-0.23, -1.59, -0.26)
H (0.75, 0.90, 0.42)
H (-0.97, 0.84, 2.71)

## Properties
Gap between HOMO and LUMO (alpha / beta) ... 0.30317 / 0.30343 Eh
Charge ... 0
Structure (SMILES) ... C=CNOO
Lowest unoccupied orbital energy (alpha / beta) ... 0.57 / 0.57 eV

=====

entry A wins, 584.9 kJ/mol ahead of the next structure.

=====

Entry A
# C4H28NO13

11 unconnected molecules or ions with the total composition C4H28NO13 (ωB97M-V/def2-TZVPD, the OMol25 dataset).

Cartesian coordinates (Å):
C (1.31, 1.69, 1.50)
C (2.83, 1.65, 1.10)
C (3.30, 0.61, 0.11)
O (3.59, -0.69, 0.72)
N (0.56, 0.49, 1.18)
C (0.33, 0.05, -0.13)
O (-0.11, -1.14, -0.21)
O (0.29, 0.84, -1.10)
H (0.90, 2.68, 1.26)
H (1.28, 1.67, 2.59)
H (3.44, 1.60, 2.01)
H (3.09, 2.58, 0.57)
H (2.67, 0.28, -0.72)
H (4.30, 0.83, -0.27)
H (3.07, -0.89, 1.50)
H (0.85, -0.29, 1.74)
H (-1.40, 1.68, 1.65)
H (-2.53, 1.19, 2.57)
O (-1.88, 1.85, 2.46)
H (-1.56, 3.33, -0.94)
H (-2.94, 3.01, -0.18)
O (-2.29, 3.65, -0.43)
H (-4.58, -0.28, 0.12)
H (-4.15, 0.20, 1.54)
O (-4.22, -0.56, 0.97)
H (0.62, -0.06, -3.82)
H (0.90, 1.45, -3.89)
O (1.31, 0.58, -3.96)
H (0.29, 2.46, -1.70)
H (1.62, 2.86, -2.28)
O (0.74, 3.23, -2.12)
H (-0.61, -2.22, -1.90)
H (-2.04, -2.63, -1.77)
O (-1.31, -2.70, -2.38)
H (-1.06, -2.56, 2.14)
H (-0.01, -2.13, 1.08)
O (-0.12, -2.44, 2.00)
H (-1.89, -3.80, 0.20)
H (-1.01, -3.94, -1.03)
O (-1.36, -4.46, -0.27)
H (-2.90, 0.44, -1.30)
H (-1.94, -0.66, -1.60)
O (-2.88, -0.47, -1.59)
H (1.37, -1.79, 3.25)
H (2.24, -2.17, 2.10)
O (2.20, -1.53, 2.82)

## Properties
Gap between HOMO and LUMO ... 0.32477 Eh
Charge ... -1
Lowest unoccupied orbital energy ... 2.36 eV

=====

Entry B
# C4H28NO13

11 unconnected molecules or ions with the total composition C4H28NO13 (ωB97M-V/def2-TZVPD, the OMol25 dataset).

Cartesian coordinates (Å):
C (-0.28, 0.20, 1.49)
C (-0.99, 1.41, 0.98)
C (-1.74, 1.20, -0.36)
O (-3.04, 0.73, -0.21)
N (1.04, -0.17, 0.81)
C (2.14, 0.56, 1.26)
O (1.89, 1.69, 2.09)
O (3.26, 0.42, 0.87)
H (-0.09, 0.34, 2.51)
H (-0.78, -0.81, 1.29)
H (-1.73, 1.70, 1.80)
H (-0.26, 2.29, 0.83)
H (-1.24, 0.55, -1.13)
H (-1.90, 2.12, -0.94)
H (0.90, -0.16, -0.30)
H (1.14, 1.64, 2.64)
H (1.57, 3.89, -0.09)
H (1.59, 4.00, 1.34)
O (1.19, 4.54, 0.56)
H (0.11, 1.32, -2.30)
H (1.50, -0.17, -2.26)
O (0.58, -0.20, -1.87)
H (-1.14, -3.29, 1.36)
H (-0.94, -2.78, 0.00)
O (-1.65, -3.11, 0.60)
H (0.01, -1.57, -1.79)
H (-0.96, -2.83, -2.12)
O (-0.18, -2.60, -1.60)
H (-3.09, -1.98, 0.75)
H (-4.42, -2.06, 1.22)
O (-3.72, -1.48, 1.36)
H (-2.22, -0.50, -2.43)
H (-0.73, -0.37, -2.51)
O (-1.62, -0.42, -3.08)
H (0.91, -3.23, 1.43)
H (0.49, -2.04, 2.21)
O (0.41, -3.07, 2.27)
H (2.22, 2.03, -0.48)
H (1.30, 2.30, -1.69)
O (1.87, 2.64, -1.01)
H (-0.93, 2.13, -2.95)
H (-3.01, -0.12, 0.40)
O (0.05, 2.15, -2.78)
H (1.29, -3.49, -0.72)
H (1.92, -2.31, -0.05)
O (1.76, -3.25, 0.08)

## Properties
Gap between HOMO and LUMO ... 0.36455 Eh
Charge ... -1
Lowest unoccupied orbital energy ... 2.77 eV

=====

entry A wins, 119.5 kJ/mol ahead of the next structure.

=====

Entry A
# C4H2O2

A single C4H2O2 molecule (ωB97M-V/def2-TZVPD, the OMol25 dataset).

Cartesian coordinates (Å):
O (-2.60, 0.13, -1.33)
C (-1.69, 0.38, -0.65)
C (-0.83, 0.82, 0.24)
C (0.39, 0.50, 0.65)
C (1.12, -0.64, 0.01)
O (1.92, -1.32, 0.59)
H (0.85, 0.95, 1.53)
H (0.83, -0.82, -1.04)

## Properties
Gap between HOMO and LUMO ... 0.29856 Eh
Charge ... 0
Structure (SMILES) ... O=C=C=CC=O
Lowest unoccupied orbital energy ... -1.52 eV

=====

Entry B
# C4H2O2

A single C4H2O2 molecule (ωB97M-V/def2-TZVPD, the OMol25 dataset).

Cartesian coordinates (Å):
O (-2.89, -0.63, -0.15)
C (-1.81, -1.03, -0.50)
C (-0.55, -0.53, 0.04)
C (0.49, -0.04, 0.36)
C (1.95, 1.53, -0.16)
O (1.64, 0.55, 0.69)
H (-1.69, -1.79, -1.29)
H (2.90, 1.90, 0.28)

## Properties
Gap between HOMO and LUMO ... 0.34849 Eh
Charge ... 0
Lowest unoccupied orbital energy ... -0.56 eV

=====

entry A wins, 355.6 kJ/mol ahead of the next structure.

=====

Entry A
# C4H2O2

A single C4H2O2 molecule (ωB97M-V/def2-TZVPD, the OMol25 dataset).

Cartesian coordinates (Å):
O (-1.70, 1.06, 0.58)
C (-1.39, 0.01, 0.08)
C (0.41, -1.60, -0.53)
C (0.02, -0.39, -0.21)
C (1.27, 0.40, 0.03)
O (2.30, 0.05, -0.51)
H (-2.15, -0.76, -0.18)
H (1.24, 1.23, 0.75)

## Properties
Gap between HOMO and LUMO ... 0.33717 Eh
Charge ... 0
Lowest unoccupied orbital energy ... -1.50 eV

=====

Entry B
# C4H2O2

A single C4H2O2 molecule (ωB97M-V/def2-TZVPD, the OMol25 dataset).

Cartesian coordinates (Å):
O (-2.87, -0.87, 0.17)
C (-2.16, 0.05, -0.23)
C (-0.57, 0.02, -0.11)
C (0.70, -0.14, -0.03)
C (2.18, 0.05, 0.22)
O (3.03, -0.78, -0.26)
H (-2.45, 0.97, -0.76)
H (2.15, 0.70, 0.99)

## Properties
Gap between HOMO and LUMO ... 0.36205 Eh
Charge ... 0
Structure (SMILES) ... O=CC#CC=O
Lowest unoccupied orbital energy ... -1.16 eV

=====

Entry C
# C4H2O2

2 unconnected molecules or ions with the total composition C4H2O2 (ωB97M-V/def2-TZVPD, the OMol25 dataset).

Cartesian coordinates (Å):
O (1.06, 2.44, -1.34)
C (0.72, 1.78, -0.49)
C (-0.19, -0.54, -1.81)
C (-0.41, -1.01, -0.66)
C (-0.47, -1.12, 0.69)
O (-0.09, -0.15, 1.48)
H (0.21, 0.60, 0.89)
H (-0.83, -1.99, 1.24)

## Properties
Gap between HOMO and LUMO ... 0.33107 Eh
Charge ... 0
Lowest unoccupied orbital energy ... -1.03 eV

=====

Entry D
# C4H2O2

2 unconnected molecules or ions with the total composition C4H2O2 (ωB97M-V/def2-TZVPD, the OMol25 dataset).

Cartesian coordinates (Å):
C (-1.40, 2.27, -0.29)
C (-0.44, 1.58, -0.70)
C (-3.23, -0.40, 0.22)
C (0.00, 0.32, -0.52)
O (-3.91, 0.35, 0.73)
O (-2.57, -1.15, -0.36)
H (0.26, -0.02, 0.47)
H (-0.01, -0.48, -1.22)

## Properties
Gap between HOMO and LUMO (alpha / beta) ... 0.32318 / 0.32320 Eh
Charge ... 0
Lowest unoccupied orbital energy (alpha / beta) ... -1.50 / -1.50 eV

=====

entry B wins, 11.6 kJ/mol ahead of the next structure.

=====

Entry A
# C6H6O

A molecular structure, C6H6O (ωB97M-V/def2-TZVPD, the OMol25 dataset).

Cartesian coordinates (Å):
C (-1.73, -0.35, -1.96)
C (-0.79, -0.43, -1.22)
C (0.19, -0.27, -0.19)
C (0.17, -0.95, 1.17)
C (-0.27, 0.46, 1.05)
O (0.80, 1.39, 1.01)
C (1.33, 0.75, -0.17)
H (-2.57, -0.27, -2.62)
H (1.12, -1.13, 1.67)
H (-0.59, -1.71, 1.30)
H (-1.28, 0.81, 1.24)
H (1.33, 1.42, -1.04)
H (2.34, 0.37, 0.01)

## Properties
Gap between HOMO and LUMO ... 0.36840 Eh
Charge ... 0
Lowest unoccupied orbital energy ... 1.04 eV

=====

Entry B
# C6H6O

A single C6H6O molecule (ωB97M-V/def2-TZVPD, the OMol25 dataset).

Cartesian coordinates (Å):
C (-0.31, 2.31, -1.77)
C (-0.58, 1.47, -0.96)
C (-0.94, 0.48, 0.05)
C (0.21, -0.33, 0.62)
O (1.20, 0.48, 1.17)
C (0.75, -1.40, -0.29)
C (0.60, -2.55, 0.07)
H (-0.07, 3.06, -2.50)
H (-1.39, 0.97, 0.92)
H (-1.68, -0.23, -0.35)
H (-0.27, -0.94, 1.40)
H (2.06, 0.08, 0.98)
H (0.41, -3.42, 0.65)

## Properties
Gap between HOMO and LUMO ... 0.36453 Eh
Charge ... 0
Structure (SMILES) ... C#CC[C@H](O)C#C
Lowest unoccupied orbital energy ... 0.15 eV

=====

entry A wins, 127.2 kJ/mol ahead of the next structure.

=====

Entry A
# CH5N3O2S

2 unconnected molecules or ions with the total composition CH5N3O2S (ωB97M-V/def2-TZVPD, the OMol25 dataset).

Cartesian coordinates (Å):
C (2.98, -0.53, 0.05)
N (-0.52, 0.71, -0.93)
N (2.40, -1.37, 0.65)
N (-0.94, -0.24, 1.42)
O (3.62, 0.29, -0.48)
O (-0.33, -1.73, -0.54)
S (-1.20, -0.66, -0.20)
H (-1.06, 1.59, -0.94)
H (1.45, -1.57, 0.74)
H (-0.35, 0.50, -1.90)
H (-0.09, -0.61, 1.83)
H (-1.62, -0.21, 2.07)

## Properties
Gap between HOMO and LUMO ... 0.37231 Eh
Charge ... 0
Lowest unoccupied orbital energy ... 0.60 eV

=====

Entry B
# CH5N3O2S

A single CH5N3O2S molecule (ωB97M-V/def2-TZVPD, the OMol25 dataset).

Cartesian coordinates (Å):
C (-0.31, -0.71, -0.07)
N (-0.21, -1.69, -0.88)
N (0.71, 0.11, 0.18)
N (0.46, 1.18, 1.10)
O (2.97, 0.65, 0.85)
O (2.68, -0.19, -1.42)
S (2.31, -0.37, 0.07)
H (2.05, 0.02, -2.16)
H (-1.19, -0.61, 0.52)
H (0.56, -1.60, -1.52)
H (-0.34, 0.76, 1.59)
H (1.16, 1.28, 1.78)

## Properties
Gap between HOMO and LUMO ... 0.34240 Eh
Charge ... 0
Lowest unoccupied orbital energy ... 0.31 eV

=====

entry A wins, 203.2 kJ/mol ahead of the next structure.